(1)
Below is a cluster of 2 separate species, CH6N5 in total at a distorted geometry, with properties calculated with the ωB97M-V functional and the def2-TZVPD basis.

Positions of all 12 atoms, in Å:
N (3.1729, 0.1525, 0.7063)
N (-1.8147, -0.3389, -0.3350)
N (-1.9894, 0.0824, 0.9393)
N (-0.0082, 0.0884, -1.0329)
N (2.0207, -0.3142, 0.1677)
C (1.1661, 0.0939, -0.5831)
H (-2.3869, 0.9735, 1.0077)
H (-1.4063, -1.2243, -0.4161)
H (-0.2142, 0.1682, -1.9819)
H (-1.7348, -0.4925, 1.6961)
H (4.0086, -0.4782, 0.8180)
H (3.2272, 1.1249, 1.0260)

* frontier orbital gap (spin up / spin down): 7.843 / 7.841 eV
* spin multiplicity: 1
* total charge: +1
* relative energy (zero: lowest compared OMol25 entry of this formula, charge and spin): 3.517 eV

---

(2)
Below is a cluster of 7 separate species, C42H105O28P7 in total at a distorted geometry, with properties calculated with the ωB97M-V functional and the def2-TZVPD basis.

Positions of all 182 atoms, in Å:
P (-11.6390, 14.0579, -10.0297)
P (-9.9728, 18.4754, -17.5803)
P (-19.0196, 8.6264, -7.8344)
P (-14.7036, 18.9796, -15.1484)
P (-13.9030, 22.5326, -4.7309)
P (-14.8991, 12.0434, -18.5308)
P (-18.5286, 15.4804, -11.8645)
O (-12.5081, 13.0463, -9.1198)
O (-14.3776, 23.5504, -5.6566)
O (-17.8255, 7.6830, -7.2543)
O (-15.7570, 19.6977, -14.1898)
O (-14.1598, 11.0038, -17.5564)
O (-15.7389, 18.2125, -16.1014)
O (-16.0632, 11.0418, -19.0752)
O (-14.0952, 20.9994, -5.2605)
O (-9.9780, 19.9263, -17.8464)
O (-17.3956, 15.5852, -10.7338)
O (-13.9355, 12.3084, -19.7355)
O (-9.2713, 17.6656, -18.7533)
O (-14.1089, 20.1154, -16.1177)
O (-12.7067, 14.7393, -11.0095)
O (-19.3305, 14.2106, -11.3641)
O (-11.3311, 15.2976, -9.0571)
O (-19.0039, 8.6484, -9.3045)
O (-9.1286, 18.1553, -16.3019)
O (-15.4947, 13.2388, -17.8754)
O (-14.6809, 22.5055, -3.3222)
O (-17.7079, 14.8688, -13.0974)
O (-11.3899, 17.8104, -17.2919)
O (-12.3351, 22.5725, -4.3861)
O (-10.4331, 13.4748, -10.5994)
O (-20.3042, 7.9427, -7.2275)
O (-19.2625, 16.7243, -12.1458)
O (-13.7238, 18.0757, -14.5486)
O (-18.7307, 10.0187, -7.1325)
C (-10.2081, 23.3562, -4.0691)
C (-7.0822, 17.8469, -15.0757)
C (-18.5161, 12.3711, -6.9867)
C (-13.6973, 13.6601, -20.2196)
C (-11.7725, 15.2088, -13.2005)
C (-15.9766, 14.9570, -14.8570)
C (-13.6902, 13.5463, -8.4704)
C (-10.7744, 16.4590, -9.6045)
C (-16.8755, 15.7096, -13.8831)
C (-11.2869, 17.6530, -8.8384)
C (-15.8658, 8.5120, -6.2067)
C (-18.6856, 11.1997, -7.9617)
C (-17.4975, 12.5559, -20.4027)
C (-20.7357, 14.1931, -11.5900)
C (-21.9129, 6.4655, -8.3934)
C (-14.5653, 12.3477, -8.2117)
C (-15.8496, 19.3468, -12.8077)
C (-14.2018, 19.2928, -7.0560)
C (-17.2318, 16.8585, -10.0941)
C (-12.9518, 20.8447, -15.6985)
C (-11.4286, 16.4728, -16.7851)
C (-13.6265, 20.6267, -6.5552)
C (-14.3286, 21.6156, -2.2427)
C (-13.3758, 22.2967, -15.7358)
C (-20.6274, 6.6059, -7.5386)
C (-16.4851, 8.0945, -7.5620)
C (-13.0849, 11.4992, -16.8021)
C (-21.3762, 13.0653, -10.7699)
C (-7.8316, 18.7030, -16.1063)
C (-17.8129, 18.1396, -17.2801)
C (-13.4597, 11.7441, -15.3506)
C (-12.7706, 14.3968, -12.4161)
C (-9.7178, 17.9623, -20.1267)
C (-16.5842, 18.9880, -16.9323)
C (-16.6718, 11.2785, -20.3322)
C (-12.6901, 15.8348, -17.3893)
C (-8.7858, 18.9081, -20.8362)
C (-16.0678, 16.7630, -9.1232)
C (-13.0838, 13.5384, -21.5998)
C (-11.6394, 23.7551, -3.9351)
C (-14.6973, 19.9076, -11.9525)
C (-14.3987, 22.4809, -0.9970)
H (-12.5326, 20.6520, -6.5341)
H (-11.9981, 23.9935, -2.9274)
H (-9.7756, 16.9662, -20.5618)
H (-19.3533, 12.3539, -6.2898)
H (-15.1439, 16.7744, -9.7119)
H (-16.9108, 13.4500, -20.6059)
H (-15.0010, 18.8876, -6.4293)
H (-18.6453, 13.2687, -7.5953)
H (-20.9025, 12.1046, -10.9660)
H (-9.3064, 19.2501, -21.7398)
H (-12.2681, 10.7728, -16.7812)
H (-16.1388, 7.7132, -5.5215)
H (-11.0691, 16.6519, -10.6442)
H (-15.0008, 20.7608, -2.2838)
H (-16.0000, 7.2116, -7.9715)
H (-18.1953, 17.1528, -9.6710)
H (-14.6737, 14.1353, -20.3385)
H (-16.0781, 17.4522, -8.2869)
H (-15.4315, 22.4791, -0.6494)
H (-12.4579, 13.3451, -12.3689)
H (-16.4415, 8.9879, -8.1874)
H (-12.6870, 14.7473, -17.3072)
H (-9.5361, 24.1603, -3.7423)
H (-18.3743, 12.4218, -21.0326)
H (-13.3684, 14.4157, -22.1814)
H (-14.2667, 14.3294, -8.9636)
H (-14.7923, 8.6638, -6.3453)
H (-16.0300, 19.2202, -17.8458)
H (-10.0135, 23.3378, -5.1430)
H (-16.2646, 9.4691, -5.8753)
H (-10.7169, 15.7845, -17.2563)
H (-10.7475, 18.3199, -20.1202)
H (-6.0755, 18.2184, -14.8903)
H (-14.6991, 19.2921, -11.0474)
H (-12.3668, 17.7290, -8.9728)
H (-14.2544, 12.4770, -15.1772)
H (-15.6905, 14.1312, -14.1886)
H (-13.7828, 14.3610, -12.8144)
H (-18.5174, 18.7539, -17.8439)
H (-13.9067, 21.4551, -7.2136)
H (-17.8914, 12.6619, -19.3872)
H (-11.6730, 14.7599, -14.1964)
H (-7.0257, 16.8661, -15.5435)
H (-13.4724, 18.4913, -7.1252)
H (-11.9636, 20.6175, -16.1115)
H (-14.0579, 11.4778, -7.7954)
H (-12.4841, 15.9651, -18.4598)
H (-10.9160, 18.5754, -9.2962)
H (-9.6809, 16.4594, -9.6725)
H (-19.8673, 6.0339, -8.0737)
H (-20.7663, 6.1023, -6.5806)
H (-17.3051, 16.5897, -14.3724)
H (-15.1435, 12.5514, -7.2913)
H (-11.9932, 13.5107, -21.5828)
H (-14.1603, 22.4456, -14.9988)
H (-17.8295, 11.1156, -8.6268)
H (-19.6094, 11.4505, -8.4813)
H (-13.7333, 22.1671, -0.1857)
H (-14.7821, 20.9696, -11.7444)
H (-15.9973, 11.2118, -21.1914)
H (-22.4716, 5.5656, -8.1492)
H (-13.7409, 19.6219, -12.3956)
H (-10.9855, 17.6665, -7.7913)
H (-17.6065, 17.1575, -17.7074)
H (-15.9675, 15.7284, -8.7793)
H (-17.3736, 10.4425, -20.3845)
H (-21.0249, 14.0402, -12.6305)
H (-12.6143, 11.9834, -14.6992)
H (-13.6582, 16.3126, -17.2528)
H (-22.5372, 7.3210, -8.1232)
H (-8.7747, 19.8719, -20.3260)
H (-13.5603, 22.6067, -16.7635)
H (-10.7577, 15.1989, -12.8107)
H (-21.6843, 6.5492, -9.4530)
H (-7.8564, 18.4391, -21.1399)
H (-14.7422, 19.4903, -7.9816)
H (-12.1747, 16.1980, -13.4313)
H (-13.4235, 12.6372, -22.1049)
H (-14.0334, 23.5045, -1.0831)
H (-11.2294, 16.4685, -15.7173)
H (-15.8245, 18.2640, -12.6974)
H (-16.4038, 14.4350, -15.7100)
H (-16.2242, 16.1735, -13.1276)
H (-12.5318, 22.9388, -15.4583)
H (-13.3331, 13.9451, -7.5176)
H (-13.1895, 14.2571, -19.4672)
H (-12.6672, 20.5424, -14.6779)
H (-9.9009, 22.4541, -3.5508)
H (-15.0765, 15.5362, -15.0467)
H (-7.7698, 19.7859, -16.0027)
H (-13.9166, 10.9380, -14.7610)
H (-21.2724, 13.2924, -9.7043)
H (-18.4195, 17.8371, -16.4179)
H (-12.6682, 12.4395, -17.1801)
H (-13.3184, 21.2035, -2.3225)
H (-11.8783, 24.6500, -4.5159)
H (-21.2367, 15.1029, -11.2587)
H (-16.9838, 19.9407, -16.5766)
H (-17.0255, 17.6434, -10.8262)
H (-7.3314, 18.5031, -17.0642)
H (-7.6090, 17.8446, -14.1222)
H (-15.4163, 12.1487, -8.8619)
H (-22.4597, 13.0009, -10.8670)
H (-16.7630, 19.7429, -12.3695)
H (-17.5568, 12.3210, -6.4772)

* frontier orbital gap: 10.653 eV
* spin multiplicity: 1
* total charge: 0
* relative energy (zero: lowest compared OMol25 entry of this formula, charge and spin): 3.954 eV
* SMILES: CCOP(=O)(OCC)OCC.CCOP(=O)(OCC)OCC.CCOP(=O)(OCC)OCC.CCOP(=O)(OCC)OCC.CCOP(=O)(OCC)OCC.CCOP(=O)(OCC)OCC.CCOP(=O)(OCC)OCC

---

(3)
Below is a structure of composition CH6N2OP at a distorted geometry, with properties calculated with the ωB97M-V functional and the def2-TZVPD basis.

Positions of all 11 atoms, in Å:
P (0.3262, 0.2375, 1.3426)
O (-1.0518, 0.8735, 2.0299)
N (-1.0391, -0.5548, -0.9605)
N (1.8175, -0.4437, -0.9334)
C (-0.0168, -0.0770, -0.3227)
H (1.8773, 0.2354, -1.7108)
H (-1.2655, 0.7693, 2.9424)
H (-1.4375, -0.3633, -1.8711)
H (-1.8502, -0.7520, -0.3168)
H (1.5054, -1.3487, -1.2842)
H (1.1344, 1.4238, 1.0845)

* frontier orbital gap (spin up / spin down): 8.474 / 8.474 eV
* spin multiplicity: 1
* total charge: +1
* relative energy (zero: lowest compared OMol25 entry of this formula, charge and spin): 3.245 eV